[1]
Formula: C19H12Cl2F2IN3O6SW
Source: the Open Molecules 2025 dataset
Level of theory: the ωB97M-V functional and the def2-TZVPD basis

```
47
Properties=species:S:1:pos:R:3:mulliken_charge:R:1
W 0.803 -0.178 0.711 0.877
Cl 0.774 2.638 3.235 -0.115
C 0.131 1.344 4.224 -0.368
Cl 0.430 -0.294 3.567 0.068
H -0.944 1.451 4.300 0.294
H 0.623 1.368 5.189 0.340
F 1.609 -5.485 1.948 -0.335
C 1.595 -4.512 1.023 0.249
C 1.526 -3.197 1.433 -0.401
C 1.516 -2.188 0.478 0.223
C 1.630 -2.539 -0.881 0.193
C 1.624 -3.883 -1.245 0.227
F 1.642 -4.238 -2.545 -0.336
C 1.612 -4.891 -0.309 -0.770
C 1.826 -1.424 -1.812 0.868
C 2.321 -1.512 -3.110 -1.054
C 2.652 -0.357 -3.789 -0.265
C 2.497 0.876 -3.172 -0.965
C 1.975 0.912 -1.900 -0.116
N 1.628 -0.208 -1.250 0.002
H 1.456 -2.984 2.492 0.420
H 1.621 -5.930 -0.601 0.506
H 2.465 -2.479 -3.562 0.537
H 3.050 -0.420 -4.793 0.427
H 2.769 1.797 -3.666 0.415
H 1.795 1.837 -1.375 0.558
I -6.484 4.864 -0.971 0.094
C -4.739 3.818 -0.508 -0.014
C -4.728 2.957 0.580 -0.622
C -3.568 2.263 0.883 -0.298
C -2.429 2.435 0.105 0.153
C -2.453 3.298 -0.984 -0.369
C -3.609 3.993 -1.296 -0.564
C -1.189 1.687 0.428 0.847
O -0.137 1.859 -0.237 -0.702
O -1.174 0.855 1.384 -0.752
H -5.616 2.825 1.181 0.378
H -3.539 1.577 1.718 0.436
H -1.559 3.416 -1.581 0.433
H -3.633 4.665 -2.143 0.378
O 3.822 -0.793 2.920 -0.427
S 3.770 0.373 2.030 0.222
N 2.408 0.489 1.267 -0.067
O -2.538 -2.074 -0.059 -0.691
N -1.491 -1.544 0.150 1.207
O -0.877 -0.826 -0.706 -0.605
O -0.861 -1.642 1.250 -0.518
```

Results
Net charge   0
Orbital gap (alpha / beta)   7.190 / 7.626 eV
Multiplicity   3
Largest force on an atom   0.9 eV Å⁻¹
Expectation value of S²   2.06
DFT total energy   -3229.95570 Eh
Relative energy (zero: lowest compared OMol25 entry of this formula, charge and spin)   0.6773 eV
LUMO (alpha / beta)   -0.53 / -1.43 eV

***

[2]
Formula: C19H12ClIN3OPt
Source: the Open Molecules 2025 dataset
Level of theory: the ωB97M-V functional and the def2-TZVPD basis

```
38
Properties=species:S:1:pos:R:3:mulliken_charge:R:1
Pt 0.011 -0.072 -0.066 0.753
C 3.457 -2.610 -0.090 -0.697
C 2.903 -3.882 -0.052 -0.510
C 1.523 -4.032 -0.061 -0.642
C 0.727 -2.912 -0.096 0.867
N 1.279 -1.684 -0.135 -0.285
C 2.609 -1.524 -0.134 0.026
C -0.731 -2.913 -0.098 0.905
C -1.527 -4.033 -0.064 -0.642
C -2.907 -3.882 -0.059 -0.505
C -3.460 -2.610 -0.099 -0.703
C -2.610 -1.525 -0.141 0.023
N -1.280 -1.686 -0.139 -0.308
H 4.526 -2.455 -0.093 0.433
H 3.542 -4.754 -0.020 0.486
H 1.085 -5.020 -0.047 0.390
H 2.990 -0.514 -0.183 0.423
H -1.089 -5.021 -0.049 0.390
H -3.547 -4.754 -0.027 0.486
H -4.529 -2.454 -0.104 0.430
H -2.989 -0.515 -0.192 0.427
Cl -0.006 5.791 3.628 -0.012
C 0.000 4.202 3.222 0.910
C 0.004 3.260 4.270 -0.794
C 0.008 1.927 4.002 -0.125
I 0.015 0.562 5.476 0.448
C 0.009 1.446 2.557 0.491
O 0.013 0.290 2.274 -0.478
C 0.003 2.489 1.470 0.931
N 0.002 2.057 0.199 -0.666
C -0.002 2.968 -0.800 -0.173
C -0.005 4.326 -0.552 -0.754
C -0.005 4.768 0.758 -0.490
C -0.001 3.828 1.793 0.059
H 0.004 3.615 5.293 0.465
H -0.002 2.592 -1.813 0.497
H -0.008 5.022 -1.381 0.467
H -0.009 5.828 0.978 0.478
```

Results
Net charge   +3
Orbital gap   5.582 eV
Largest force on an atom   3.5 eV Å⁻¹
DFT total energy   -1846.87446 Eh
Relative energy (zero: lowest compared OMol25 entry of this formula, charge and spin)   1.5159 eV
LUMO   -12.55 eV

***

[3]
Formula: C19H13Cl2N3O4SSn
Source: the Open Molecules 2025 dataset
Level of theory: the ωB97M-V functional and the def2-TZVPD basis

```
43
Properties=species:S:1:pos:R:3:mulliken_charge:R:1
Sn -0.641 0.683 -1.372 1.201
Cl 5.167 0.587 3.897 -0.092
C 4.136 0.673 2.545 0.312
C 4.675 0.677 1.249 -0.634
C 3.844 0.753 0.157 0.435
Cl 4.462 0.772 -1.427 -0.087
C 2.400 0.827 0.297 0.366
O 1.678 0.963 -0.718 -0.556
C 1.883 0.764 1.643 0.615
C 0.466 0.736 1.886 -0.140
O -0.438 0.708 1.054 -0.410
C 2.753 0.716 2.730 -0.844
H 5.744 0.620 1.116 0.477
H 0.184 0.718 2.951 0.400
H 2.347 0.696 3.731 0.473
O -4.541 2.771 -0.471 -0.600
C -3.455 2.406 -0.799 0.435
O -2.955 1.327 -1.134 -0.631
C -2.352 3.618 -0.806 0.460
C -2.810 4.912 -0.648 -0.688
C -1.840 5.908 -0.625 -0.214
C -0.501 5.569 -0.751 -0.778
C -0.155 4.236 -0.913 -0.337
N -1.094 3.293 -0.941 -0.031
H -3.865 5.114 -0.548 0.502
H -2.147 6.939 -0.508 0.427
H 0.270 6.326 -0.728 0.402
H 0.871 3.902 -1.026 0.492
N -1.767 -6.793 0.096 -0.254
C -0.839 -6.207 -0.645 0.593
S 0.281 -7.128 -1.469 0.069
C -0.797 -4.733 -0.737 1.531
C 0.161 -4.101 -1.537 -0.666
C 0.161 -2.720 -1.629 -0.675
N -0.710 -1.949 -0.982 -0.134
C -1.614 -2.536 -0.206 -0.630
C -1.697 -3.910 -0.054 -0.781
H -1.807 -7.802 0.149 0.226
H -2.459 -6.277 0.619 0.181
H 0.885 -4.682 -2.088 0.317
H 0.887 -2.201 -2.248 0.474
H -2.302 -1.874 0.307 0.479
H -2.471 -4.304 0.584 0.315
```

Results
Net charge   +2
Orbital gap (alpha / beta)   4.200 / 2.755 eV
Largest force on an atom   4.9 eV Å⁻¹
DFT total energy   -2729.32918 Eh
Relative energy (zero: lowest compared OMol25 entry of this formula, charge and spin)   0.7049 eV
LUMO (alpha / beta)   -8.76 / -10.20 eV

***

[4]
Formula: C19H13F3FeN4O2S
Source: the Open Molecules 2025 dataset
Level of theory: the ωB97M-V functional and the def2-TZVPD basis

```
43
Properties=species:S:1:pos:R:3:mulliken_charge:R:1
Fe -0.019 0.447 -0.770 0.103
O 4.308 -0.166 2.639 -0.647
C 3.215 0.095 3.394 0.419
C 3.420 0.135 4.768 -0.676
C 2.367 0.392 5.619 -0.313
C 1.080 0.619 5.126 -0.811
C 0.875 0.585 3.769 -0.433
C 1.934 0.321 2.880 0.240
C 1.668 0.299 1.449 1.156
O 0.426 0.536 1.032 -0.767
N 2.621 0.080 0.583 -0.757
N 2.047 0.001 -0.669 -0.204
C 2.194 0.988 -1.468 0.189
C 1.433 0.970 -2.767 1.151
C 1.620 1.940 -3.724 -0.871
C 0.869 1.850 -4.890 -0.332
C -0.032 0.809 -5.029 -0.611
C -0.192 -0.094 -3.988 -0.207
N 0.529 -0.023 -2.870 -0.421
H 4.058 -0.161 1.702 0.481
H 4.421 -0.041 5.139 0.453
H 2.549 0.419 6.686 0.379
H 0.260 0.820 5.801 0.429
H -0.110 0.762 3.361 0.426
H 2.819 1.846 -1.222 0.418
H 2.343 2.731 -3.576 0.409
H 0.988 2.586 -5.674 0.450
H -0.632 0.706 -5.922 0.403
H -0.917 -0.896 -4.043 0.443
F -5.057 0.452 -1.876 -0.209
C -4.963 -0.128 -0.667 0.588
F -6.053 -0.884 -0.485 -0.285
F -4.968 0.839 0.259 -0.205
C -3.703 -0.960 -0.578 -0.104
C -3.757 -2.313 -0.305 -0.038
C -2.592 -3.071 -0.216 -0.781
C -1.387 -2.441 -0.399 -0.416
N -1.344 -1.131 -0.679 -0.260
C -2.452 -0.382 -0.767 0.977
S -2.085 1.329 -1.129 -0.258
H -4.722 -2.780 -0.156 0.529
H -2.624 -4.130 -0.004 0.430
H -0.437 -2.956 -0.332 0.533
```

Results
Net charge   +1
Orbital gap (alpha / beta)   6.566 / 5.373 eV
Multiplicity   6
Largest force on an atom   1.7 eV Å⁻¹
Expectation value of S²   8.77
DFT total energy   -3062.62623 Eh
Relative energy (zero: lowest compared OMol25 entry of this formula, charge and spin)   0.7896 eV
LUMO (alpha / beta)   -4.42 / -5.60 eV

***

[5]
Formula: C19H13F3N4NiO5S
Source: the Open Molecules 2025 dataset
Level of theory: the ωB97M-V functional and the def2-TZVPD basis

```
46
Properties=species:S:1:pos:R:3:mulliken_charge:R:1
Ni -0.159 0.551 0.364 -0.504
O -1.627 4.356 0.395 -0.758
C -1.369 3.165 0.356 0.127
N -0.177 2.532 0.284 0.270
C 1.042 3.118 0.141 0.243
O 1.339 4.298 0.079 -0.733
C 2.150 2.063 0.003 0.334
C 3.479 2.432 0.089 -0.569
C 4.452 1.456 -0.058 -0.262
C 4.057 0.155 -0.316 -0.770
C 2.703 -0.130 -0.385 -0.076
N 1.773 0.801 -0.224 0.221
C -2.525 2.154 0.357 0.381
C -3.838 2.588 0.394 -0.555
C -4.854 1.646 0.364 -0.240
C -4.514 0.306 0.287 -0.597
C -3.172 -0.041 0.246 -0.201
N -2.206 0.864 0.285 0.245
H 3.707 3.472 0.281 0.450
H 5.503 1.703 0.039 0.378
H 4.781 -0.640 -0.442 0.390
H 2.327 -1.132 -0.563 0.291
H -4.018 3.655 0.444 0.477
H -5.894 1.948 0.400 0.378
H -5.272 -0.466 0.259 0.391
H -2.825 -1.068 0.175 0.426
F 2.093 -2.194 4.210 -0.270
C 1.159 -1.764 3.331 0.605
F 1.517 -2.202 2.129 -0.198
F 0.003 -2.350 3.666 -0.253
S 1.040 0.072 3.458 1.007
O 0.728 0.240 4.861 -0.693
O 2.354 0.496 3.029 -0.670
O -0.053 0.438 2.562 -0.513
N -0.363 -1.201 -0.223 -0.382
C -0.299 -1.905 -1.316 0.168
C -0.300 -3.368 -1.325 -0.573
C -0.326 -4.106 -2.488 -0.235
C -0.333 -3.505 -3.759 -0.483
C -0.297 -2.104 -3.800 -0.525
C -0.262 -1.329 -2.658 -0.094
H -0.287 -3.863 -0.357 0.298
H -0.345 -5.193 -2.420 0.283
H -0.357 -4.097 -4.667 0.319
H -0.292 -1.606 -4.769 0.290
H -0.242 -0.245 -2.719 0.180
```

Results
Net charge   -2
Orbital gap (alpha / beta)   4.746 / 4.540 eV
Multiplicity   3
Largest force on an atom   1.5 eV Å⁻¹
Expectation value of S²   2.03
DFT total energy   -3533.25537 Eh
Relative energy (zero: lowest compared OMol25 entry of this formula, charge and spin)   0.3948 eV
LUMO (alpha / beta)   4.81 / 4.81 eV

***

Repeat the third record exactly.
Formula: C19H13Cl2N3O4SSn
Source: the Open Molecules 2025 dataset
Level of theory: the ωB97M-V functional and the def2-TZVPD basis

```
43
Properties=species:S:1:pos:R:3:mulliken_charge:R:1
Sn -0.641 0.683 -1.372 1.201
Cl 5.167 0.587 3.897 -0.092
C 4.136 0.673 2.545 0.312
C 4.675 0.677 1.249 -0.634
C 3.844 0.753 0.157 0.435
Cl 4.462 0.772 -1.427 -0.087
C 2.400 0.827 0.297 0.366
O 1.678 0.963 -0.718 -0.556
C 1.883 0.764 1.643 0.615
C 0.466 0.736 1.886 -0.140
O -0.438 0.708 1.054 -0.410
C 2.753 0.716 2.730 -0.844
H 5.744 0.620 1.116 0.477
H 0.184 0.718 2.951 0.400
H 2.347 0.696 3.731 0.473
O -4.541 2.771 -0.471 -0.600
C -3.455 2.406 -0.799 0.435
O -2.955 1.327 -1.134 -0.631
C -2.352 3.618 -0.806 0.460
C -2.810 4.912 -0.648 -0.688
C -1.840 5.908 -0.625 -0.214
C -0.501 5.569 -0.751 -0.778
C -0.155 4.236 -0.913 -0.337
N -1.094 3.293 -0.941 -0.031
H -3.865 5.114 -0.548 0.502
H -2.147 6.939 -0.508 0.427
H 0.270 6.326 -0.728 0.402
H 0.871 3.902 -1.026 0.492
N -1.767 -6.793 0.096 -0.254
C -0.839 -6.207 -0.645 0.593
S 0.281 -7.128 -1.469 0.069
C -0.797 -4.733 -0.737 1.531
C 0.161 -4.101 -1.537 -0.666
C 0.161 -2.720 -1.629 -0.675
N -0.710 -1.949 -0.982 -0.134
C -1.614 -2.536 -0.206 -0.630
C -1.697 -3.910 -0.054 -0.781
H -1.807 -7.802 0.149 0.226
H -2.459 -6.277 0.619 0.181
H 0.885 -4.682 -2.088 0.317
H 0.887 -2.201 -2.248 0.474
H -2.302 -1.874 0.307 0.479
H -2.471 -4.304 0.584 0.315
```

Results
Net charge   +2
Orbital gap (alpha / beta)   4.200 / 2.755 eV
Largest force on an atom   4.9 eV Å⁻¹
DFT total energy   -2729.32918 Eh
Relative energy (zero: lowest compared OMol25 entry of this formula, charge and spin)   0.7049 eV
LUMO (alpha / beta)   -8.76 / -10.20 eV